Formula: C16H24
Source: the OMol25 dataset
Level of theory: ωB97M-V/def2-TZVPD

Last column: Löwdin charge in e.
CARTESIAN COORDINATES (ANGSTROEM)
C1 -0.97780 -1.31382 -1.92250  -0.059
C2 0.11294 -1.94588 -1.32836  -0.198
C3 -0.13162 -2.75018 -0.03694  -0.171
C4 -0.98243 -2.04158 0.89094  -0.081
C5 -1.68823 -0.93448 0.34234  -0.206
C6 -2.16298 -1.14958 -1.12204  -0.150
C7 -2.15214 0.16278 1.19141  -0.156
C8 -1.13356 0.72809 2.25413  -0.107
C9 -0.11540 1.88024 1.76636  -0.252
C10 1.39247 1.39025 1.76136  -0.147
C11 1.49062 0.24767 0.69454  -0.149
C12 1.50225 0.83660 -0.75613  -0.234
C13 1.76705 -0.14779 -2.08420  -0.100
C14 1.49891 -1.66816 -1.74557  -0.180
C15 0.23265 1.79715 -0.97129  -0.121
C16 -0.22130 2.59712 0.33540  -0.118
H1 -0.86135 -0.80243 -2.88275  0.117
H2 -0.64033 -3.67302 -0.21637  0.105
H3 0.68147 -3.15310 0.65116  0.142
H4 -0.59700 -1.99306 1.91239  0.106
H5 -2.65268 -0.31267 -1.37876  0.063
H6 -2.96202 -1.91900 -1.25717  0.141
H7 -2.56158 0.92754 0.55451  0.096
H8 -2.96977 -0.26854 1.89156  0.146
H9 -0.44624 -0.06062 2.51459  0.068
H10 -1.64440 1.23635 3.14239  0.128
H11 -0.09278 2.62731 2.45788  0.074
H12 2.13960 2.08095 1.45927  0.089
H13 1.64032 1.01321 2.82718  0.133
H14 2.49742 -0.22010 0.75281  0.120
H15 0.68956 -0.44923 0.83646  0.057
H16 2.29412 1.55131 -0.89223  0.100
H17 1.10155 0.05644 -2.90767  0.079
H18 2.78102 -0.03279 -2.44120  0.090
H19 2.21199 -2.06440 -1.01200  0.103
H20 1.81734 -2.19721 -2.68975  0.123
H21 0.55838 2.46574 -1.81958  0.121
H22 -0.51973 1.14127 -1.33341  0.056
H23 0.35477 3.48663 0.41441  0.087
H24 -1.25107 2.87099 0.14680  0.087

The HOMO-LUMO gap comes out at 8.89 eV. Its structure (SMILES) is C1=C2CC=C(C1)CC[C@H]1CC[C@@H](CC2)CC1. As for the multiplicity: 1. The value obtained for the lowest unoccupied orbital energy is 0.87 eV. The calculation puts the calculated total energy at -623.90561 Ha. For the highest occupied orbital energy, the calculation gives -8.0 eV. Its relative energy (zero: lowest compared OMol25 entry of this formula, charge and spin) is 9.4 kcal per mole.

---

Formula: C8H12N3O
Source: the OMol25 dataset
Level of theory: ωB97M-V/def2-TZVPD

Last column: Löwdin charge in e.
CARTESIAN COORDINATES (ANGSTROEM)
N1 1.07280 2.03193 -2.08796  0.164
N2 0.50396 0.90726 -1.41080  -0.094
C1 1.33507 0.28422 -0.41097  -0.152
C2 0.48278 -0.49687 0.62731  -0.114
C3 1.16921 -1.44159 1.43726  -0.043
C4 0.50336 -2.39027 2.14513  -0.087
C5 -0.86081 -2.43007 2.12303  -0.069
C6 -1.59467 -1.67585 1.21794  -0.001
C7 -0.93275 -0.69332 0.51274  -0.211
N3 -1.57928 0.22756 -0.28373  0.107
C8 -0.85999 1.37145 -0.54145  -0.352
O1 -1.33694 2.40759 -1.22187  0.082
H1 1.53584 1.86854 -3.02260  0.205
H2 1.66175 2.72634 -1.66353  0.159
H3 0.15829 2.55236 -2.19033  0.158
H4 1.98533 1.10689 0.05577  0.142
H5 2.09723 -0.40446 -0.90142  0.146
H6 2.22192 -1.45545 1.21729  0.114
H7 1.15201 -3.07903 2.72973  0.132
H8 -1.44066 -3.16562 2.67233  0.118
H9 -2.61698 -1.99830 1.19771  0.118
H10 -2.21809 -0.16815 -0.94236  0.162
H11 -0.21252 1.60169 0.31957  0.165
H12 -2.22688 2.31315 -1.57878  0.152

The HOMO-LUMO gap comes out at 8.69 eV. Its structure (SMILES) is [NH3+]N1Cc2ccccc2N[C@@H]1O. As for the multiplicity: 1. The value obtained for the lowest unoccupied orbital energy is -3.24 eV. As for the net charge: +1. The calculation puts the calculated total energy at -551.21582 Ha. For the highest occupied orbital energy, the calculation gives -11.9 eV. Its relative energy (zero: lowest compared OMol25 entry of this formula, charge and spin) is 60.7 kcal per mole.

---

Formula: C5H9NO
Source: the OMol25 dataset
Level of theory: ωB97M-V/def2-TZVPD

Last column: Löwdin charge in e.
CARTESIAN COORDINATES (ANGSTROEM)
C1 -1.34346 -1.24632 -0.79404  -0.042
C2 -0.80384 0.00262 -0.12763  -0.442
O1 -1.30336 0.14455 1.19124  -0.183
C3 0.71648 -0.04150 0.20554  -0.259
C4 1.76093 0.50304 -0.75752  -0.041
C5 0.43688 0.78604 1.40911  -0.189
N1 0.29220 1.74388 2.11462  0.188
H1 -0.93695 -1.37101 -1.80482  0.082
H2 -2.43324 -1.17845 -0.86112  0.083
H3 -1.09470 -2.12776 -0.19391  0.085
H4 -1.01482 0.88949 -0.75147  0.149
H5 -0.85466 1.30229 1.86362  0.162
H6 0.95570 -1.05855 0.53446  0.153
H7 2.69976 0.72740 -0.24187  0.085
H8 1.41047 1.41823 -1.24504  0.086
H9 1.97373 -0.24234 -1.53000  0.083

The HOMO-LUMO gap comes out at 10.35 eV. As for the multiplicity: 1. The value obtained for the lowest unoccupied orbital energy is 0.88 eV. The calculation puts the calculated total energy at -325.78304 Ha. For the highest occupied orbital energy, the calculation gives -9.5 eV. Its relative energy (zero: lowest compared OMol25 entry of this formula, charge and spin) is 97.0 kcal per mole.